[1]
Below is a molecular structure, C36H56Br45N4O5, with properties calculated with wB97M-V/def2-TZVPD.

HOMO energy in eV: -10.791
Frontier orbital gap in eV: 7.939
Largest force on an atom in eV Å⁻¹: 5.53
Total charge: +1
LUMO level in eV: -2.85
DFT total energy in eV: -3206327.7418

The geometry in XYZ format:
```
146
Properties=species:S:1:pos:R:3:forces:R:3:mulliken_charge:R:1
C 3.448 0.999 -0.141 0.1170 0.3032 0.7603 -0.5150
C 4.082 -0.257 -0.927 -0.5839 -0.1102 -0.2856 -0.1871
C 3.011 -1.004 -1.912 0.5191 0.9076 -0.0389 -0.1092
C 2.631 -2.455 -1.356 -0.6738 -0.3782 -0.3388 -0.3202
C 1.653 -3.301 -2.341 0.9234 1.9542 -0.3256 -0.4428
C 0.306 -2.447 -2.511 -0.8807 -1.1603 -0.6900 0.1340
C -1.041 -3.254 -2.053 1.4684 0.9009 -0.4659 0.1093
C -2.277 -2.421 -2.640 -0.3079 -0.5080 -0.7518 0.3588
C -3.182 -1.661 -1.520 1.8671 -2.8445 0.4316 -0.7481
C -2.337 -0.937 -0.373 2.0255 1.0673 1.3967 -0.2464
O -2.889 -1.111 0.977 0.1520 -0.8327 -1.7028 -0.4326
C -2.568 -2.422 1.496 -0.6412 -1.4145 1.8310 -0.0567
C -3.582 -2.794 2.718 -0.4655 0.7154 0.2743 -0.5827
C -2.911 -2.594 4.172 -0.3106 0.1163 -0.5333 -1.0349
N -2.103 0.547 -0.593 -1.1726 -1.0501 -0.6496 -0.2057
C -2.178 0.818 -2.049 1.3106 -0.6466 -0.6843 -1.0599
C -3.610 0.431 -2.727 2.0805 1.9436 -2.4053 0.1539
C -4.531 1.692 -3.088 0.2284 1.0869 0.3698 -0.4789
C -4.281 3.022 -2.205 -2.8292 1.1229 0.1821 -0.0917
N -5.273 3.889 -2.097 2.6545 -2.3240 -0.5510 -0.5285
N -4.285 -0.769 -2.119 0.5053 -0.0319 0.7603 1.4468
C -4.999 -1.544 -3.189 -1.1888 -2.5742 -1.4526 -0.5311
C -6.351 -1.005 -3.816 -0.5501 0.5483 -1.4565 -0.8700
O -7.249 -2.166 -4.001 -0.9121 1.8750 2.3507 -0.0925
C -8.278 -2.011 -3.027 -1.5319 -3.7017 3.1754 0.0749
O -8.586 -2.932 -2.222 1.6411 3.6602 -3.8076 -0.4709
C -5.223 -0.526 -0.982 -2.5954 -0.0366 3.5760 -0.5132
O -4.997 0.719 -0.223 1.4245 -0.7357 -2.4149 0.0150
N -6.119 0.893 0.538 -1.6021 1.9391 0.9380 0.0119
O -6.265 2.031 0.830 0.5329 -1.7521 -0.1650 -0.3093
H 2.325 1.149 -0.327 1.5323 -0.4023 0.1093 0.1362
H 3.955 1.990 -0.437 -0.7047 -1.5608 0.3852 0.0764
H 3.574 0.899 1.010 -0.1431 0.1363 -1.9943 0.1126
H 4.424 -1.072 -0.191 -0.1418 1.4978 -1.0305 0.1350
H 4.956 0.145 -1.559 -1.1968 -0.9094 1.1253 0.2742
H 3.456 -1.012 -2.980 -0.7158 -0.4075 1.6474 0.2270
H 2.114 -0.275 -1.974 1.1392 -1.4458 0.0606 -0.0215
H 2.027 -2.294 -0.384 1.2394 -0.3607 -1.1483 0.0950
H 3.577 -3.091 -1.187 -1.4490 1.2536 0.0103 0.1130
H 1.504 -4.383 -2.014 0.0565 1.5474 -0.2703 0.3184
H 2.195 -3.300 -3.365 -0.9560 -0.2771 1.6126 0.1275
H 0.305 -1.427 -1.997 0.3093 -1.3875 -0.5194 -0.4105
H 0.180 -2.239 -3.643 0.0779 -0.2263 1.7777 0.2154
H -0.947 -4.297 -2.511 -0.5473 1.5287 0.5566 -0.3030
H -1.037 -3.388 -0.917 -0.2009 0.2507 -1.5319 0.0388
H -1.899 -1.702 -3.463 -0.4807 -1.0300 1.4609 0.2553
H -2.888 -3.216 -3.225 0.5793 1.5856 1.2570 -0.6820
H -3.672 -2.576 -1.000 0.3274 1.8727 -0.7857 0.5970
H -1.254 -1.337 -0.244 -1.9393 -0.2281 -0.9632 0.1635
H -1.518 -2.455 1.952 -1.1519 0.2304 -0.9304 0.3674
H -2.665 -3.278 0.745 0.2065 1.3500 0.5701 0.1179
H -4.035 -3.845 2.604 0.9266 1.5001 0.0861 0.3358
H -4.485 -2.071 2.687 1.4533 -1.0513 -0.2183 0.2325
H -2.217 -3.482 4.430 -1.0734 1.6062 -0.3339 0.2737
H -3.742 -2.482 4.969 1.4724 -0.3435 -1.2675 0.3477
H -2.333 -1.599 4.126 -0.7096 -1.6146 0.2902 0.2717
H -1.166 0.770 -0.230 -0.7202 -0.0460 -0.3165 0.4332
H -1.354 0.156 -2.534 -1.5123 0.9762 0.2033 -0.0199
H -1.838 1.887 -2.338 -1.0219 -1.6729 0.7017 0.5892
H -3.255 0.058 -3.769 -0.7477 0.3344 1.8824 0.7250
H -5.656 1.500 -3.020 1.6351 0.0467 0.0129 -0.0347
H -4.341 2.018 -4.185 -0.1148 -0.7671 1.7725 0.3370
H -3.330 3.262 -1.628 -1.2143 -0.5901 -0.9749 0.3439
H -6.073 3.528 -2.642 0.2196 0.2898 0.2673 0.2521
H -4.366 -1.770 -4.130 -0.3745 0.6388 2.0666 0.3081
H -5.215 -2.591 -2.739 0.1319 1.7852 -0.6445 0.4401
H -6.935 -0.211 -3.253 1.0517 -0.8707 -0.4588 0.3482
H -6.186 -0.591 -4.884 -0.0272 -0.6345 1.8411 0.2324
H -8.896 -1.039 -2.911 1.4046 -1.0333 -0.8858 0.3975
H -6.337 -0.482 -1.223 1.7178 -0.2176 -0.6443 0.5381
H -5.176 -1.333 -0.149 0.4379 0.8749 -1.9507 0.2196
C 7.283 0.122 2.084 0.0246 0.0207 0.0172 -0.4407
Br 5.594 -0.305 2.934 0.3627 0.1446 -0.2441 0.0433
Br 7.817 -1.242 0.812 -0.1590 0.2387 0.2184 -0.0274
Br 7.258 1.888 1.281 0.0208 -0.4686 0.0613 0.0440
H 8.039 0.139 2.868 -0.2191 -0.0131 -0.1941 0.4141
C -2.668 -6.417 -5.256 0.2471 -0.0887 0.0027 0.0865
Br -1.452 -6.609 -6.752 0.1233 0.2833 0.7876 0.0218
Br -1.791 -6.764 -3.562 -0.2326 0.1333 -0.3651 0.0618
Br -3.560 -4.693 -5.271 0.1445 -0.3036 -0.1526 0.1171
H -3.441 -7.175 -5.375 0.1417 0.2824 0.0096 -0.1830
C 5.476 -4.897 -4.008 0.0914 -0.0319 -0.0406 -0.3602
Br 5.488 -5.006 -2.071 0.0146 -0.0055 -0.3755 -0.0032
Br 3.798 -5.524 -4.755 0.2973 0.1161 0.1410 -0.0148
Br 5.922 -3.116 -4.632 -0.1558 -0.3231 0.1662 -0.0108
H 6.255 -5.566 -4.369 -0.2203 0.1827 0.1032 0.3739
C 5.628 5.472 0.779 -0.0943 -0.1047 -0.0383 -0.1616
Br 6.855 5.271 -0.710 -0.2078 0.0487 0.3289 -0.0032
Br 6.495 5.130 2.480 -0.1507 0.3160 -0.2690 0.0142
Br 4.740 7.197 0.756 0.2456 -0.2742 0.0272 -0.0520
H 4.855 4.714 0.658 0.2149 0.1955 0.0496 0.2088
C -5.592 7.475 -2.627 -0.0858 -0.1216 0.0253 -0.0112
Br -7.254 8.158 -3.358 0.3613 -0.0893 0.1272 -0.0026
Br -4.217 7.319 -3.985 -0.2478 0.0629 0.2465 -0.0220
Br -4.989 8.518 -1.107 -0.1154 -0.1916 -0.2662 -0.0175
H -5.794 6.468 -2.261 0.1402 0.2421 -0.0577 0.0455
C 5.990 -2.821 6.174 0.0199 -0.0462 0.1331 0.1566
Br 5.681 -1.412 7.471 0.0779 -0.2598 -0.3318 0.0881
Br 4.499 -3.013 4.948 0.1825 -0.0894 0.2921 -0.0101
Br 7.671 -2.581 5.235 -0.2833 -0.0562 0.1621 -0.0111
H 6.067 -3.757 6.730 -0.0186 0.2668 -0.1941 -0.2099
C -7.739 -4.871 -6.577 -0.1872 -0.0971 0.1494 -0.2343
Br -6.488 -3.453 -7.017 -0.1979 -0.1616 -0.1238 -0.0999
Br -9.092 -5.086 -7.948 0.3806 0.0600 0.2785 -0.0063
Br -6.829 -6.540 -6.192 -0.1497 0.2888 -0.1596 0.0326
H -8.253 -4.570 -5.665 0.1758 -0.0605 -0.2319 0.2652
C -3.055 11.937 -0.768 -0.0643 -0.0372 -0.0418 0.2161
Br -1.185 11.422 -0.764 -0.3474 0.1239 0.0114 0.0000
Br -3.666 12.449 1.000 0.1422 -0.0873 -0.3428 -0.0026
Br -3.420 13.315 -2.083 0.1002 -0.2625 0.2883 -0.0038
H -3.627 11.058 -1.061 0.1633 0.2493 0.0453 -0.2093
C -1.719 -9.676 -0.581 -0.0365 -0.1920 -0.0191 -0.3452
Br -3.637 -9.923 -0.439 0.3916 0.1156 -0.0674 -0.0049
Br -1.070 -10.079 -2.364 -0.1035 -0.0328 0.4104 -0.0207
Br -1.175 -7.905 -0.001 -0.0875 -0.2280 -0.1333 -0.0256
H -1.254 -10.390 0.097 -0.1147 0.2271 -0.1714 0.3524
C 7.921 8.732 2.598 -0.0302 -0.1026 -0.0245 0.2190
Br 9.148 8.532 1.109 -0.2571 0.0598 0.3250 -0.0056
Br 8.789 8.391 4.299 -0.1595 0.1195 -0.3207 -0.0075
Br 7.034 10.456 2.575 0.1689 -0.2709 -0.0136 -0.0269
H 7.148 7.975 2.477 0.1940 0.2100 0.0435 -0.2106
C 4.389 2.072 9.943 -0.0127 0.0968 0.0844 -0.3325
Br 3.754 0.656 11.105 0.1385 0.2396 -0.2827 -0.0065
Br 6.206 1.751 9.344 -0.3651 0.0249 0.0979 -0.0354
Br 3.185 2.378 8.454 0.2489 -0.1128 0.2614 -0.0036
H 4.405 2.987 10.533 -0.0038 -0.2540 -0.1701 0.3509
C 7.437 12.531 5.810 0.0193 -0.0782 -0.0387 0.2446
Br 6.196 11.777 7.095 0.2211 0.2438 -0.2910 0.0201
Br 6.696 14.085 4.915 0.1453 -0.3011 0.1824 -0.0278
Br 9.161 12.915 6.613 -0.3627 -0.0587 -0.1220 -0.0166
H 7.604 11.773 5.046 -0.0409 0.2032 0.2107 -0.2176
C 5.558 -7.080 7.457 0.0124 -0.1532 0.0438 -0.3365
Br 5.249 -5.670 8.754 0.0549 -0.1997 -0.2986 -0.0099
Br 4.067 -7.272 6.231 0.3047 0.1037 0.2262 -0.0008
Br 7.238 -6.839 6.518 -0.3630 0.0631 0.1560 0.0002
H 5.635 -8.013 8.013 -0.0253 0.2664 -0.1461 0.3419
C -4.146 -9.265 -8.437 -0.0044 0.0109 -0.3238 -0.3273
Br -4.128 -9.412 -6.502 -0.1044 -0.1104 -0.2725 -0.0298
Br -5.827 -9.876 -9.186 0.3403 0.1731 0.2415 -0.0042
Br -3.700 -7.474 -9.039 -0.5305 -0.5145 -0.1635 -0.0329
H -3.370 -9.930 -8.813 -0.1959 0.1809 0.1506 0.4058
C 6.875 9.360 10.925 0.1093 -0.0513 0.0828 -0.3249
Br 4.955 9.113 11.059 0.3449 0.0809 -0.0681 -0.0101
Br 7.529 8.960 9.144 -0.1255 0.0238 0.3752 0.0074
Br 7.418 11.126 11.512 -0.1446 -0.3371 -0.1746 -0.0046
H 7.336 8.643 11.603 -0.1416 0.2042 -0.1875 0.3318
```
Positions in Å, forces in eV/Å.

***

[2]
Below is a molecular structure, C29H30NO4Sr, with properties calculated with wB97M-V/def2-TZVPD.

HOMO energy in eV: -4.296
Frontier orbital gap in eV: 6.834
Largest force on an atom in eV Å⁻¹: 2.45
Total charge: -1
LUMO level in eV: 2.54
DFT total energy in eV: -41080.1101

The geometry in XYZ format:
```
65
Properties=species:S:1:pos:R:3:forces:R:3:nbo_charge:R:1
C 3.016 -0.199 1.776 0.3666 0.2221 -0.5500 -0.4646
C 2.799 -0.890 0.537 0.4986 0.3889 0.0656 -0.4220
C 2.514 0.080 -0.463 0.1553 -0.0791 0.4491 -0.3586
H 2.836 -1.971 0.370 0.0431 0.4261 0.1455 0.2144
C 2.540 1.360 0.143 -0.0611 -0.1855 0.1466 -0.3610
C 2.829 1.200 1.525 0.2002 -0.4976 -0.1304 -0.3912
H 2.414 2.304 -0.397 -0.0681 -0.3728 0.3489 0.2044
C -1.406 -2.457 1.530 -0.0308 -0.2881 0.3125 -0.4119
C -0.182 -2.845 0.905 -0.3633 -0.2007 0.1457 -0.4756
C -0.293 -2.531 -0.472 -0.1029 -0.1838 -0.2813 -0.3023
H 0.675 -3.324 1.402 -0.4598 0.2436 -0.3032 0.2110
C -1.581 -1.986 -0.724 0.2786 -0.0260 0.4953 -0.1633
C -2.253 -1.916 0.533 0.2497 -0.1032 -0.1390 -0.3564
H 2.362 -0.108 -1.526 -0.0805 -0.0095 0.3549 0.2143
H 2.919 2.006 2.255 -0.0287 -0.3014 -0.2018 0.2100
H 3.207 -0.662 2.750 0.0386 0.2083 -0.3997 0.2157
H -3.291 -1.606 0.667 0.3685 -0.0146 0.1007 0.1966
H 0.457 -2.772 -1.235 -0.2812 0.2154 0.3771 0.1979
H -1.656 -2.594 2.599 0.1770 0.1631 -0.7990 0.2167
Sr 0.425 -0.307 1.669 -0.9868 0.4586 -1.6232 1.8343
C -2.256 -1.797 -2.084 0.2219 -0.3199 0.3988 -0.0393
C -3.590 -2.592 -2.044 -0.2130 0.0566 -0.1803 -0.5938
C -1.402 -2.388 -3.202 0.0026 -0.0763 -0.0734 -0.6098
H -3.443 -3.656 -1.814 0.2516 0.3012 0.0397 0.2179
H -4.089 -2.543 -3.019 0.0069 0.0383 -0.0331 0.1814
H -4.297 -2.201 -1.300 0.2719 0.0217 -0.1090 0.2086
H -1.201 -3.449 -3.010 -0.0129 0.2275 -0.0074 0.2179
H -0.448 -1.867 -3.304 0.0086 -0.0043 0.0233 0.2176
H -1.942 -2.315 -4.151 0.0458 0.0234 -0.0782 0.1862
C -2.651 -0.333 -2.412 -0.0630 0.9671 -0.4762 -0.4773
C -1.615 0.765 -2.795 0.7738 0.3103 1.7601 0.6855
H -3.167 0.057 -1.527 0.1200 0.0734 -0.1866 0.2422
H -3.384 -0.363 -3.231 0.0013 -0.0438 0.0071 0.1901
O -1.053 1.467 -1.946 -0.9384 -1.4363 0.4366 -0.6309
N -1.246 1.035 -4.087 -0.2049 0.3574 -0.2408 -0.6363
C -0.261 2.123 -4.208 0.1940 -0.0105 -0.0631 -0.2591
H -1.874 0.846 -4.851 0.0723 -0.1524 0.0689 0.3926
C 1.152 1.574 -4.284 0.4529 -0.2103 -0.4476 -0.0237
C 2.262 2.248 -3.732 -0.6402 -0.0832 -0.2297 -0.2213
H 2.104 3.170 -3.153 0.0785 -0.4921 -0.2824 0.2149
C 3.546 1.747 -3.925 0.2172 0.2017 0.1459 -0.1471
H 4.409 2.279 -3.505 -0.4353 -0.2610 -0.1275 0.2057
C 3.750 0.574 -4.647 -0.0510 -0.1874 -0.1473 -0.2446
H 4.760 0.186 -4.798 -0.3175 0.1455 0.0960 0.2090
C 2.658 -0.113 -5.176 -0.4334 0.1638 0.1104 -0.2114
H 2.788 -1.036 -5.736 0.1170 0.1357 0.1175 0.2064
C 1.360 0.381 -4.993 0.5260 0.3339 0.1810 -0.2124
H 0.492 -0.144 -5.395 0.3586 0.0720 0.0977 0.2126
H -0.306 2.735 -3.305 -0.2784 0.0113 -0.3138 0.2543
H -0.498 2.760 -5.072 0.0740 -0.3416 0.0342 0.1974
O -1.426 3.165 4.924 0.1859 -0.3013 -0.1740 -0.6848
C -1.032 2.310 5.879 0.2194 -0.7752 0.3354 0.3655
C -1.077 2.650 7.232 0.0814 -0.4491 -0.2158 -0.2861
C -0.664 1.707 8.172 0.0024 0.0086 0.2171 -0.1815
C -0.186 0.431 7.819 -0.0475 0.1131 0.0088 -0.2807
C -0.113 0.085 6.481 -0.3296 0.6652 0.9605 -0.1228
C -0.552 1.021 5.561 -0.1243 0.8718 -0.2333 -0.2782
C -0.363 0.641 4.180 0.6314 -1.4932 -1.8355 0.7649
O 0.145 -0.529 4.019 -0.6253 1.4090 -0.4136 -0.8154
O -0.648 1.431 3.189 0.1752 -0.7490 1.3142 -0.8137
H -1.227 2.689 4.053 -0.0996 0.2866 0.3375 0.5187
H -1.436 3.636 7.480 -0.0111 0.0660 0.3177 0.2130
H -0.717 1.985 9.226 0.0478 -0.1169 -0.2197 0.2013
H 0.139 -0.297 8.552 -0.0755 0.2627 0.2291 0.2043
H 0.269 -0.858 6.094 -0.1506 0.3163 0.3367 0.2535
```
Positions in Å, forces in eV/Å.